[1]
{
  "formula": "C2HN3O3",
  "method": "ωB97M-V/def2-TZVPD",
  "species": ["O", "C", "N", "C", "N", "O", "N", "O", "H"],
  "coordinates": [[-1.274, -0.940, -0.659], [-0.337, -0.261, -0.650], [0.987, -0.800, -0.477], [2.083, -0.656, -0.034], [3.101, -1.041, 0.543], [4.314, -0.500, 0.535], [4.490, 0.671, -0.091], [3.509, 1.041, -0.659], [-0.292, 0.910, -0.624]],
  "forces_ev_per_a": [[-2.3, -1.3, -0.4], [3.6, 3.0, 1.4], [-1.9, 0.4, -1.2], [0.3, -0.1, 0.0], [-0.5, -1.2, 0.7], [1.3, -0.2, 0.8], [-0.9, 1.1, -1.3], [0.7, 0.1, 0.4], [-0.3, -1.8, -0.5]],
  "mulliken_charge": [-0.37, 0.16, -0.18, 0.50, -0.27, -0.06, 0.39, -0.41, 0.25],
  "de_lowest_kcal_mol": 168.6,
  "gap_ha": [0.354, 0.354],
  "homo_ev": [-10.16, -10.16],
  "energy_ha": -466.59922,
  "smiles": "O=CN=C=NON=O"
}

[2]
{
  "formula": "C2HN4O",
  "method": "ωB97M-V/def2-TZVPD",
  "species": ["C", "C", "N", "N", "N", "N", "O", "H"],
  "coordinates": [[-1.597, -0.165, 1.072], [0.923, 1.294, -0.850], [-2.171, 0.106, -0.134], [-0.406, 0.358, 1.290], [-1.236, 0.849, -0.710], [-0.226, 0.961, 0.062], [1.443, 2.409, -1.002], [-2.093, -0.498, 1.928]],
  "forces_ev_per_a": [[-0.5, 0.8, -0.4], [5.5, 1.0, -2.5], [1.0, 0.2, 1.6], [0.5, 0.7, -2.3], [-1.4, -0.6, -0.8], [-1.5, 1.1, 2.0], [-2.5, -1.9, 1.6], [-1.0, -1.2, 0.8]],
  "mulliken_charge": [-0.01, -0.46, -0.47, -0.66, -0.41, 0.93, -0.31, 0.38],
  "de_lowest_kcal_mol": 0.0,
  "gap_ha": 0.254,
  "homo_ev": -2.51,
  "energy_ha": -371.01016,
  "total_charge": -1
}